The following is a DFT calculation (wB97M-V/def2-TZVPD) of one molecule with the formula C8H7NO2.

Output
- E_tot (eV) = -13991.0123
- relative energy (zero: lowest compared OMol25 entry of this formula, charge and spin) (kcal/mol) = 88.69
- maximum force (hartree/bohr) = 0.0940
- HOMO (eV) = -7.898
- net charge = 0

CARTESIAN COORDINATES (ANGSTROEM)
C -1.56 -1.85 0.67
C -1.91 -1.30 -0.53
C -0.45 -1.33 1.34
C -1.13 -0.26 -1.08
C 0.25 -0.18 0.83
C -0.09 0.44 -0.42
C 1.35 0.20 1.66
C 0.61 1.55 -1.01
N 0.91 2.56 -0.30
O 2.51 0.02 1.20
O 0.68 1.51 -2.35
H -2.11 -2.79 0.93
H -2.73 -1.81 -0.96
H -0.12 -1.83 2.31
H -1.46 -0.03 -2.10
H 0.72 2.42 0.68
H 3.29 0.35 1.65
H 1.23 2.33 -2.52

Löwdin population analysis, charges in e, atoms 1 to 5: -0.107, -0.089, -0.042, 0.000, -0.186

---

The following is a DFT calculation (wB97M-V/def2-TZVPD) of an isolated ion of composition C8H7O3S2 and charge -1.

Output
- E_tot (eV) = -36221.5066
- relative energy (zero: lowest compared OMol25 entry of this formula, charge and spin) (kcal/mol) = 26.52
- maximum force (hartree/bohr) = 0.1375
- HOMO (eV) = -4.510
- net charge = -1

CARTESIAN COORDINATES (ANGSTROEM)
C -1.67 -0.99 -2.01
C -0.74 -0.42 -1.17
C -1.13 -1.73 -3.03
C 0.58 -0.73 -1.43
C 1.79 -0.57 -0.71
C 2.15 0.60 0.05
C 3.51 0.49 0.77
C 0.60 1.26 2.15
O 4.46 0.46 0.04
O 3.37 0.34 2.01
O 1.59 3.17 0.69
S 0.57 -1.78 -2.88
S 0.93 1.82 0.43
H -2.71 -0.76 -1.76
H -0.83 0.14 -0.28
H -1.73 -2.12 -3.88
H 2.44 -1.30 -0.89
H -0.33 1.62 2.43
H 1.39 1.86 2.82
H 0.54 0.18 2.15

Löwdin population analysis, charges in e, atoms 1 to 5: -0.226, -0.178, -0.460, -0.494, -0.090

---

The following is a DFT calculation (wB97M-V/def2-TZVPD) of one molecule with the formula C8H8.

Output
- E_tot (eV) = -8417.8354
- relative energy (zero: lowest compared OMol25 entry of this formula, charge and spin) (kcal/mol) = 165.69
- maximum force (hartree/bohr) = 0.1063
- HOMO (eV) = -9.196
- net charge = 0

CARTESIAN COORDINATES (ANGSTROEM)
C 2.76 0.22 0.01
C 3.40 1.25 0.32
C 1.79 -0.70 -0.07
C 0.37 -0.70 0.07
C 1.13 -2.01 0.01
C -0.69 0.14 0.00
C -0.37 1.64 -0.13
C -2.13 -0.04 0.08
H 0.92 -2.57 -0.88
H 1.11 -2.71 0.90
H 0.58 1.75 -0.31
H -0.69 2.08 0.73
H -0.90 1.92 -0.94
H -2.31 -0.42 -0.90
H -2.59 0.97 0.27
H -2.38 -0.83 0.84

Löwdin population analysis, charges in e, atoms 1 to 5: -0.195, 0.049, -0.152, -0.105, -0.014